78
Properties=species:S:1:pos:R:3:forces:R:3 method="wB97M-V/def2-TZVPD" homo_energy_ev=-8.84 homo_lumo_gap_ev=9.05 lumo_ev=0.210 e_tot_ev=-57892.3562 e_above_lowest_ev=0.000
Mg 0.500 0.658 0.400 -0.0725 -0.2753 0.0794
O -4.605 -2.597 -0.875 0.0066 -0.0343 -0.0302
O 1.836 -0.612 -0.789 -0.0671 -0.0089 -0.1736
O -0.140 -2.989 -0.456 0.0476 -0.1056 -0.0206
O 0.302 -0.827 2.025 0.0045 0.0112 -0.1048
O -1.791 1.166 -0.313 -0.0522 -0.0046 0.0035
N 2.850 2.233 1.768 -0.2152 -0.0682 -0.0581
N 0.573 3.229 2.121 0.0652 -0.1822 -0.0847
N -0.184 2.134 1.893 0.0220 0.2240 0.0596
N 2.451 0.970 1.517 0.1251 0.1916 -0.0865
N 1.683 3.422 -0.130 -0.0976 -0.2371 0.0927
N -2.364 -2.734 -0.696 -0.0154 0.0259 -0.0126
N 1.051 2.401 -0.759 0.2234 0.2500 0.0272
N -0.936 -0.857 -0.458 -0.2232 -0.0597 0.0716
C -1.076 -2.205 -0.527 0.1476 0.2106 0.0138
C 1.708 -1.776 -2.843 0.0797 -0.0641 0.1039
C 0.878 -2.083 -5.476 -0.0241 0.0189 -0.0223
C -1.276 2.276 2.631 -0.0518 -0.1324 -0.0378
C -1.236 3.466 3.364 0.0185 0.0176 -0.0120
C -3.698 -0.806 1.942 0.0376 -0.0207 0.0590
C 0.626 -2.919 3.052 -0.0246 -0.0172 0.1243
C 4.475 0.931 2.494 -0.0090 0.0130 -0.0036
C 2.244 -2.788 -3.634 0.0019 -0.0425 -0.0841
C 4.056 2.239 2.351 0.0317 0.0690 0.0394
C -2.008 -0.045 -0.460 0.2474 0.1503 0.0270
C -4.207 -0.121 0.680 -0.0381 0.0592 0.0263
C 1.972 4.394 -1.005 0.0134 0.0972 0.0403
C 1.836 -2.938 -4.951 0.0029 0.0349 0.0453
C -3.539 -2.034 -0.741 -0.1254 -0.0203 0.0023
C 0.451 -1.430 3.067 0.0106 0.0819 -0.1279
C 0.484 -0.709 4.382 0.0385 -0.0759 0.0424
C -3.393 -0.217 -3.128 0.0220 -0.0265 -0.0650
C 0.753 -0.920 -3.380 -0.0248 -0.0048 -0.0317
C -0.035 4.040 2.999 0.0211 0.0748 0.0165
C 2.128 -1.611 -1.424 -0.0225 0.1516 0.1351
C 0.334 -1.076 -4.690 0.0127 -0.0070 0.0147
C 0.950 2.761 -2.033 -0.0865 -0.1351 -0.0134
C 3.428 0.182 1.948 -0.0824 -0.1188 -0.0102
C -3.442 -0.527 -0.590 0.1255 -0.1226 -0.0959
C 2.960 -2.684 -0.787 0.0232 -0.0726 -0.0050
C -4.077 0.144 -1.818 -0.0447 0.0444 0.0731
C 1.521 4.015 -2.252 -0.0031 0.0202 0.0059
B 1.925 3.414 1.399 0.0250 0.0815 -0.0106
H 3.338 -0.888 1.842 0.0127 0.0120 -0.0017
H -4.116 0.963 0.768 0.0078 -0.0057 0.0045
H 2.431 4.453 1.733 -0.0051 -0.0359 -0.0151
H 0.455 2.116 -2.740 0.0095 -0.0447 -0.0208
H -2.326 0.014 -3.089 0.0272 0.0222 -0.0084
H -0.421 -0.416 -5.098 -0.0092 0.0093 -0.0094
H -1.975 3.856 4.041 -0.0023 -0.0015 0.0057
H -5.259 -0.360 0.519 0.0007 -0.0114 0.0288
H -3.498 -1.280 -3.358 -0.0025 0.0044 0.0198
H -3.925 -1.874 1.933 0.0129 -0.0032 -0.0149
H -0.255 -3.375 3.511 0.0106 -0.0261 -0.0047
H 0.552 -2.204 -6.501 -0.0017 0.0023 0.0014
H 1.523 -0.696 4.724 -0.0049 0.0178 0.0110
H -0.098 -1.243 5.135 -0.0017 0.0202 0.0068
H -4.164 -0.380 2.831 -0.0212 -0.0042 -0.0037
H 3.044 -2.481 0.276 -0.0084 0.0006 0.0002
H 1.484 -3.205 3.665 0.0040 -0.0200 -0.0171
H 2.499 -3.658 -0.941 -0.0041 -0.0153 0.0071
H -2.417 -3.739 -0.778 -0.0152 0.0062 0.0046
H 1.583 4.565 -3.173 0.0043 -0.0002 -0.0054
H 5.396 0.577 2.920 0.0064 -0.0040 0.0007
H -3.823 0.345 -3.957 -0.0070 -0.0079 -0.0004
H -2.614 -0.695 2.052 -0.0129 0.0127 -0.0159
H 2.468 5.290 -0.672 0.0088 0.0078 -0.0170
H 0.428 4.967 3.290 -0.0101 0.0066 0.0200
H -5.130 -0.142 -1.841 0.0090 -0.0218 -0.0368
H 0.137 0.315 4.266 -0.0142 0.0093 -0.0204
H 0.332 -0.155 -2.746 -0.0408 0.0599 0.0634
H -2.050 1.525 2.590 -0.0018 0.0125 0.0090
H 2.985 -3.465 -3.229 -0.0122 0.0056 -0.0012
H -4.022 1.221 -1.647 -0.0042 0.0030 -0.0144
H 3.958 -2.692 -1.232 -0.0204 -0.0135 0.0116
H 0.727 -3.275 2.029 -0.0004 0.0184 -0.0042
H 2.261 -3.722 -5.564 -0.0005 -0.0067 -0.0003
H 4.525 3.169 2.623 0.0134 -0.0009 0.0045

---

75
Properties=species:S:1:pos:R:3:forces:R:3 method="wB97M-V/def2-TZVPD" homo_energy_ev=-6.30 homo_lumo_gap_ev=6.39 lumo_ev=0.089 e_tot_ev=-72211.9416 e_above_lowest_ev=0.000
Bi -0.561 -0.568 -0.931 0.3999 0.0078 0.2100
Cl 5.817 0.715 2.002 -0.0067 0.0159 0.0427
S -1.414 -3.674 -0.301 -0.0893 0.0261 -0.0275
N 1.250 1.324 -0.981 0.0684 -0.0048 0.0132
N 1.252 -4.094 -0.778 -0.0124 -0.0875 0.0805
N 1.964 -5.047 1.068 0.0386 0.0105 -0.0297
N -2.025 0.743 -0.996 -0.3876 -0.1816 -0.1520
N 0.648 -4.691 1.158 -0.0450 -0.0326 -0.0149
N 3.028 -0.913 -2.031 -0.0714 0.0127 0.0004
N 3.030 2.600 -0.981 0.0172 -0.0463 -0.0094
N 1.281 -3.662 -2.101 0.0434 0.0434 0.0049
N 4.724 0.164 -1.115 -0.0256 0.0271 -0.0237
C 3.662 -4.831 -0.712 -0.0024 -0.0177 0.0006
C -2.601 4.839 -1.728 0.0013 -0.0206 -0.0040
C 0.155 -4.136 0.041 0.0245 0.0520 0.0410
C 3.168 1.305 2.117 -0.0149 0.0014 -0.0217
C -4.485 1.506 1.698 0.0580 -0.0079 0.0655
C -0.009 -0.595 1.348 -0.0426 0.1055 0.0125
C -3.562 2.854 -2.933 -0.0005 0.0125 0.0363
C 3.735 -1.003 1.713 -0.0012 0.0089 0.0663
C 1.964 3.416 -0.689 -0.0226 0.0225 0.0341
C 0.870 2.607 -0.687 0.0284 0.0049 -0.0629
C -2.898 1.364 -0.137 0.0056 0.2014 0.0159
C 2.310 -4.687 -0.128 0.0328 0.0912 0.0781
C 4.113 0.307 1.955 0.0213 -0.0539 0.0642
C -3.145 -0.921 2.824 -0.0399 -0.0030 -0.0216
C 4.159 -1.687 -2.106 -0.0244 0.0294 -0.0498
C -4.620 -1.507 0.882 -0.0149 0.0118 -0.1110
C 1.406 -0.303 1.650 0.0434 -0.0320 -0.0626
C -4.148 3.413 0.318 -0.0672 0.0029 0.0379
C -2.711 3.317 -1.747 0.0304 0.0038 0.0036
C 1.827 0.992 1.971 -0.0030 0.0121 0.0676
C -3.402 -0.698 1.332 0.0014 0.0053 0.0366
C 2.554 1.341 -1.142 -0.0988 0.0031 -0.0118
C 5.216 -1.046 -1.530 -0.0436 0.0277 -0.0409
C -4.773 2.824 1.410 -0.0026 0.0299 -0.0449
C -3.251 2.712 -0.465 0.0714 -0.0329 0.0013
C -3.558 0.766 0.969 -0.0405 -0.0370 -0.0040
C 3.399 0.189 -1.423 0.0914 -0.0364 -0.0741
C 2.389 -1.294 1.569 0.0039 0.0469 -0.0617
H 1.385 -2.646 -2.106 0.0600 -0.0386 -0.0574
H -4.792 -1.385 -0.189 0.0086 0.0101 0.0096
H -4.476 -2.571 1.086 -0.0049 -0.0124 0.0199
H -4.016 -0.632 3.415 -0.0008 -0.0397 0.0218
H -4.393 4.436 0.059 -0.0048 0.0115 0.0047
H -2.090 5.186 -2.629 0.0067 0.0026 0.0026
H -3.148 3.216 -3.878 0.0041 -0.0048 -0.0019
H -4.581 3.239 -2.838 -0.0125 -0.0053 0.0001
H 4.248 -5.494 -0.081 -0.0042 -0.0073 0.0053
H 3.978 2.900 -1.131 0.0011 -0.0102 0.0130
H -3.583 5.316 -1.714 -0.0081 0.0132 0.0066
H -5.520 -1.175 1.403 -0.0026 0.0078 0.0166
H -2.045 5.193 -0.858 0.0022 0.0105 0.0057
H -3.601 1.766 -2.963 -0.0036 -0.0148 -0.0123
H -5.001 1.025 2.522 0.0051 0.0204 -0.0072
H 2.080 4.471 -0.519 -0.0051 0.0145 -0.0010
H 0.374 -3.891 -2.502 -0.0111 0.0105 -0.0092
H -2.553 -1.103 0.788 0.0761 -0.0365 0.0116
H -0.322 -1.574 1.708 -0.0245 -0.0606 -0.0433
H 4.150 -3.857 -0.766 -0.0013 -0.0808 0.0494
H 0.115 -4.901 1.985 -0.0057 -0.0079 -0.0229
H 1.087 1.775 2.084 -0.0067 -0.0020 0.0008
H 4.484 -1.780 1.633 -0.0018 -0.0023 -0.0242
H -2.945 -1.977 3.025 0.0017 -0.0024 -0.0150
H -1.715 2.903 -1.905 0.0439 -0.0076 -0.0206
H 3.597 -5.233 -1.722 0.0029 -0.0045 -0.0028
H -2.299 -0.335 3.183 0.0219 0.0097 0.0022
H 2.092 -2.317 1.374 -0.0133 -0.0860 -0.0254
H -5.490 3.377 2.003 0.0073 0.0118 0.0103
H 6.245 -1.323 -1.391 0.0118 -0.0063 0.0109
H -0.161 2.845 -0.488 -0.0684 0.0149 -0.0166
H 5.194 0.775 -0.464 0.0230 0.0176 -0.0200
H -0.680 0.162 1.749 -0.0078 0.0336 0.0263
H 3.480 2.317 2.339 -0.0027 -0.0034 0.0087
H 4.145 -2.647 -2.592 -0.0105 0.0221 -0.0317

---

77
Properties=species:S:1:pos:R:3:forces:R:3 method="wB97M-V/def2-TZVPD" homo_energy_ev=-8.69 homo_lumo_gap_ev=7.28 lumo_ev=-1.408 e_tot_ev=-746446.2360 smiles="[H]/N=C/CC1=C(Cc2ccccc2C)C(=O)C(S)=C(C#C)C1=O.BrCCBr.BrCCBr.BrCCBr.BrCCBr.BrCCBr"
Br 4.310 8.363 -0.127 -0.0383 0.0656 0.1108
Br -2.973 -8.010 2.187 0.0459 0.1002 0.0102
Br -6.246 -5.115 3.049 0.0460 -0.0440 -0.0309
Br 1.340 -2.743 7.315 -0.0049 0.0715 0.0196
Br 6.331 5.042 -5.235 -0.0650 0.0389 -0.0400
Br 0.748 -0.055 4.847 0.0238 0.0230 0.0996
Br -3.158 -3.605 4.288 -0.7487 0.0694 0.4238
Br 7.557 6.762 0.553 -0.0228 0.0723 0.0065
Br -2.215 -8.165 -1.427 -0.0241 -0.0642 0.0377
Br 3.242 6.039 -3.477 0.1518 0.3325 0.0887
S 1.686 -1.483 1.381 0.4113 0.1555 -0.3280
O -3.322 -1.318 0.796 0.0079 -0.0779 -0.1322
O 1.144 0.794 -0.518 -0.0613 0.1723 -0.1179
N -4.287 -2.216 -2.980 0.1624 0.0734 0.0518
C 3.074 1.531 -4.282 -0.1796 0.3366 0.0550
C -2.248 -1.114 0.275 -0.3155 -0.1123 0.4570
C -2.140 -0.362 -1.010 0.1963 -0.2415 -0.0558
C 1.235 0.130 -3.654 -0.0762 -0.5410 -0.0998
C -0.976 0.198 -1.378 -0.5862 -0.3462 -0.0301
C -1.078 -2.637 1.911 -0.1479 -0.2732 -0.6846
C 0.191 0.055 -0.461 0.4186 0.1530 0.2437
C 2.502 0.278 -4.188 0.4240 0.0067 -0.1938
C -0.344 -1.604 5.297 -0.0982 0.2161 -0.0280
C -0.896 0.992 -2.671 0.4209 -0.2929 0.2072
C -5.276 -5.460 4.700 -0.2662 -0.0783 -0.0213
C 5.962 6.860 1.664 0.1962 -0.2025 -0.0534
C 5.913 6.686 -4.280 0.2240 -0.1879 -0.0195
C -3.423 -1.291 -2.951 -0.2179 -0.1741 -0.2311
C -3.410 -0.298 -1.819 -0.2058 0.2188 0.2624
C 0.165 -1.013 0.599 -0.2910 -0.3593 0.5430
C -0.323 -1.890 6.773 0.0869 -0.2214 0.0741
C -1.002 -1.597 0.945 0.5260 0.8169 -0.3466
C -4.732 -4.187 5.285 0.3605 0.0409 0.1415
C -1.103 -3.719 2.425 0.4870 -0.1198 0.0386
C 0.285 3.684 -2.848 -0.1899 -0.6193 -0.6347
C -3.755 -7.020 0.702 -0.1457 -0.0607 0.1639
C 4.711 6.723 0.839 -0.2044 0.1706 0.0317
C 5.101 6.417 -3.043 -0.1575 0.1939 0.0018
C 2.358 2.639 -3.840 0.2502 -0.3272 -0.2026
C 1.087 2.480 -3.310 -0.6701 0.5690 0.3904
C 0.497 1.212 -3.206 0.6114 0.3512 -0.2629
C -3.914 -7.885 -0.518 0.1385 0.0947 -0.2052
H -4.498 -6.181 4.466 0.0201 0.0308 -0.0122
H 0.025 -2.431 4.699 -0.0007 -0.0145 0.0257
H 6.048 6.032 2.365 -0.0439 -0.0134 -0.0202
H 5.470 5.572 -2.471 0.0525 -0.0207 -0.0678
H -4.393 -4.348 6.307 -0.0420 -0.0657 -0.0070
H -1.462 1.913 -2.537 0.1280 0.1424 -0.0223
H -6.002 -5.918 5.369 0.0066 0.0493 0.0318
H 3.848 6.549 1.477 0.0282 -0.0072 0.0263
H 6.876 7.117 -4.014 -0.0218 0.0006 0.0542
H -4.261 -0.544 -1.186 0.0877 -0.0583 0.0874
H 0.840 -0.882 -3.603 -0.1956 0.0872 0.0682
H -4.552 -7.394 -1.249 -0.0130 0.0409 0.0474
H 6.010 7.799 2.206 -0.0477 0.0163 -0.0293
H -1.065 -4.664 2.906 0.0237 -0.0876 -0.0020
H -3.120 -6.157 0.530 0.0059 -0.0139 -0.0440
H 4.058 1.679 -4.709 0.0243 -0.1151 0.0023
H -0.614 3.730 -3.472 -0.0520 0.1855 0.1004
H 3.056 -0.576 -4.558 -0.1111 -0.1097 0.1004
H 5.067 7.299 -2.406 0.0664 -0.0501 -0.1056
H -2.688 -1.212 -3.758 0.1684 0.1942 0.1856
H -1.348 -1.347 4.973 -0.0094 -0.0186 0.0216
H 4.777 5.930 0.101 0.0374 -0.0204 0.0262
H -4.314 -8.868 -0.290 -0.0024 0.0156 0.0528
H 5.406 7.339 -4.983 -0.0459 0.0007 0.0371
H -5.447 -3.370 5.268 -0.0255 -0.0310 -0.0511
H -0.431 -0.997 7.379 -0.0030 0.0269 -0.0442
H -3.573 0.729 -2.157 0.1022 -0.0638 -0.3123
H 2.813 3.621 -3.936 -0.2822 -0.3104 0.1075
H -1.431 0.424 -3.430 -0.1190 0.0059 0.0102
H -1.106 -2.601 7.029 -0.0280 0.0102 -0.0796
H -0.054 3.538 -1.822 0.1784 0.3154 0.1199
H 0.811 4.621 -2.996 0.1191 -0.0037 0.2945
H -4.726 -6.686 1.063 -0.0008 -0.0080 -0.0214
H -4.130 -2.792 -3.807 -0.1308 -0.0558 0.0144
H 1.496 -1.014 2.636 -0.3465 -0.0535 -0.3354